{"formula": "C33H25F4N5O2PSc", "method": "wB97M-V/def2-TZVPD", "species": ["C", "H", "C", "C", "C", "C", "P", "O", "C", "H", "H", "C", "H", "H", "C", "C", "C", "H", "C", "C", "F", "C", "N", "C", "H", "H", "C", "H", "F", "F", "C", "C", "H", "F", "N", "H", "N", "C", "H", "C", "C", "C", "H", "C", "H", "H", "N", "C", "C", "H", "N", "H", "C", "C", "C", "H", "H", "Sc", "H", "C", "O", "C", "H", "C", "H", "C", "C", "C", "H", "H", "H"], "positions_angstrom": [[-2.428, -1.914, -0.655], [-3.327, 0.187, -1.965], [-1.324, -3.694, 4.342], [4.374, 0.890, 1.410], [0.068, 4.741, 2.362], [-2.462, -0.410, 1.226], [1.079, -1.447, 1.120], [1.078, -0.842, -1.517], [-1.358, 2.558, -2.354], [2.954, -3.399, 2.160], [-2.382, -1.985, -1.742], [2.094, -2.747, 0.305], [2.784, -4.075, -2.736], [-3.384, 1.303, -0.596], [2.842, -3.931, -1.665], [2.704, -0.367, 3.244], [-2.057, 0.967, 1.744], [-4.388, -0.158, -0.581], [3.722, -4.511, 0.495], [-0.240, 2.546, 1.343], [2.760, 4.208, 0.047], [-0.059, -3.714, 2.298], [-4.052, 4.092, -1.073], [1.651, 4.031, 0.772], [-3.371, -2.354, -0.311], [0.314, -4.248, 1.433], [-3.154, 3.958, -1.785], [-1.938, -4.211, 5.068], [-1.744, 3.411, 2.993], [1.355, 1.911, -0.290], [0.933, 2.872, 0.633], [-0.850, -4.371, 3.228], [4.303, -5.462, -1.335], [-0.379, 5.659, 3.222], [-0.855, 1.535, -2.087], [5.028, 1.368, 0.692], [-0.803, 1.342, 1.099], [1.153, -2.090, -1.921], [3.145, -0.010, -0.094], [0.269, -2.369, 2.473], [2.063, -2.940, -1.080], [3.774, 0.404, 3.682], [-1.601, -2.493, -0.239], [-0.245, -1.686, 3.578], [2.087, -0.875, 3.971], [1.771, 5.926, 1.781], [-2.326, -0.503, -0.243], [2.455, -0.500, 1.883], [2.930, -3.544, 1.086], [-1.403, -1.817, 5.375], [-1.385, 5.281, -4.543], [-1.809, -1.158, 1.671], [3.678, -4.704, -0.881], [-0.645, 3.567, 2.232], [3.310, 0.124, 0.969], [4.374, -5.118, 1.110], [5.425, 1.650, 3.121], [-0.108, 0.332, -0.615], [3.958, 0.503, 4.744], [-3.419, 0.253, -0.883], [0.512, -2.549, -2.838], [1.226, 5.004, 1.652], [-1.952, 0.904, 2.831], [-2.043, 3.703, -2.629], [-1.098, -5.414, 3.077], [-1.021, -2.351, 4.514], [4.601, 1.041, 2.772], [-1.681, 4.573, -3.684], [-2.845, 1.698, 1.542], [-3.491, -0.639, 1.528], [-0.058, -0.624, 3.690]], "lowdin_charge": [-0.06, 0.10, -0.08, -0.06, -0.21, -0.19, 1.12, -0.20, -0.13, 0.12, 0.10, -0.29, 0.13, 0.07, -0.01, -0.08, -0.20, 0.10, -0.06, -0.18, 0.11, -0.09, 0.14, -0.23, 0.10, 0.11, -0.23, 0.11, 0.09, -0.01, -0.11, -0.07, 0.11, 0.11, 0.10, 0.11, -0.08, -0.56, 0.10, -0.36, -0.13, -0.07, 0.08, -0.13, 0.09, 0.14, -0.32, -0.33, -0.08, 0.11, 0.14, 0.08, -0.06, -0.13, -0.10, 0.11, 0.11, 0.92, 0.11, -0.07, 0.11, 0.07, 0.12, -0.26, 0.11, -0.07, -0.08, -0.23, 0.12, 0.14, 0.11], "e_tot_ha": -3198.4344, "e_lumo_ha": -0.0047, "max_force_ha_per_bohr": 0.0323, "relative_energy_ev": 0.767}


{"formula": "C36H44F3N6O2PbSbSeSi3", "method": "wB97M-V/def2-TZVPD", "species": ["H", "H", "C", "Sb", "C", "F", "C", "C", "H", "H", "H", "C", "C", "H", "H", "C", "H", "Si", "Pb", "H", "O", "F", "H", "H", "C", "F", "H", "H", "Si", "H", "N", "N", "H", "C", "C", "C", "C", "H", "H", "H", "H", "C", "C", "C", "C", "C", "H", "C", "H", "Si", "H", "C", "C", "C", "O", "C", "H", "H", "C", "H", "C", "H", "H", "C", "C", "C", "Se", "C", "C", "H", "H", "H", "H", "N", "C", "C", "H", "H", "H", "H", "N", "H", "N", "C", "C", "H", "C", "H", "H", "H", "H", "C", "N", "H", "H", "C", "H"], "positions_angstrom": [[4.420, -4.169, -0.792], [0.705, -3.838, 1.160], [1.563, 0.382, 3.133], [1.706, 0.105, -1.917], [-3.742, -0.962, 2.366], [-3.740, -3.980, 2.190], [4.253, -3.128, -0.505], [1.252, 1.050, -5.200], [2.140, -4.822, 1.020], [1.473, -4.463, -2.044], [1.159, 5.405, -2.598], [2.839, 0.668, 3.580], [-0.748, 1.995, 0.931], [2.160, -3.096, -2.899], [4.285, 0.570, -2.350], [3.394, 2.848, -0.498], [-2.430, 4.621, -0.327], [0.172, 2.051, -4.046], [-1.105, -1.259, 0.457], [-2.116, 1.662, -3.114], [-1.567, -5.574, 0.594], [-4.263, -5.554, 0.795], [2.254, 1.461, -5.315], [2.712, 2.832, 0.355], [-2.115, -4.512, 0.552], [-4.260, -3.490, 0.149], [2.219, -3.353, 1.982], [-7.039, -0.249, 2.159], [2.493, 3.343, -2.059], [3.928, -1.140, -2.705], [-6.645, -1.113, 4.613], [-1.459, -1.601, 2.820], [-2.320, -2.700, 6.409], [1.816, 5.060, -1.801], [0.983, 2.119, -2.280], [-4.437, -1.722, 5.021], [3.600, 3.348, -3.559], [4.419, 4.040, -3.355], [1.294, 5.158, -0.849], [2.989, 1.100, 4.558], [-0.252, 3.630, -5.839], [2.334, -0.405, 1.128], [1.792, -3.789, 1.076], [-1.465, 1.169, -3.837], [2.032, -1.019, -0.179], [-4.264, -0.215, 0.243], [4.707, -2.994, 0.477], [1.569, -3.376, -2.024], [4.047, 2.391, -3.816], [2.401, -2.873, -0.429], [0.785, 1.078, -6.186], [-5.601, -0.042, 0.573], [-5.431, -1.202, 4.131], [3.660, -0.176, 1.503], [-1.576, -3.365, 0.267], [-0.520, -2.103, 3.616], [1.331, -0.005, -4.930], [0.559, -2.980, -2.144], [-3.056, -1.866, 4.580], [0.703, 0.576, 3.766], [-2.061, -2.391, 5.405], [3.556, 0.110, -3.913], [-0.927, 4.092, -2.211], [-5.070, -0.823, 2.772], [-6.007, -0.352, 1.852], [-1.656, 3.033, 0.905], [-6.592, -1.708, 6.281], [-3.624, -4.407, 0.906], [0.002, 2.433, -1.195], [-6.299, 0.315, -0.169], [4.796, -2.512, -1.222], [4.159, 3.598, -0.287], [3.080, 3.725, -4.440], [1.302, -0.149, 1.937], [-0.780, -2.511, 4.918], [-2.720, -1.484, 3.281], [-0.930, 4.278, -4.361], [3.903, 1.882, -0.536], [4.925, 0.560, 3.065], [-2.277, 3.243, 1.764], [-3.364, -0.657, 1.113], [-1.322, 0.130, -3.525], [0.055, 1.689, -0.094], [-0.067, 3.754, -4.770], [3.909, 0.370, 2.747], [4.467, -0.425, 0.829], [-0.898, 3.497, -1.311], [-1.995, 1.145, -4.790], [2.672, 5.738, -1.773], [-0.635, 1.374, 1.813], [0.472, -2.182, 3.196], [-1.734, 3.796, -0.253], [-4.854, -2.051, 6.219], [0.016, -2.923, 5.520], [0.804, 4.399, -4.669], [3.603, -0.112, -2.854], [-3.907, 0.000, -0.757]], "lowdin_charge": [0.05, 0.01, -0.14, 1.59, -0.16, 0.14, -0.16, -0.18, 0.06, 0.06, 0.03, -0.03, -0.18, 0.04, 0.02, -0.16, 0.13, 0.45, 1.46, 0.03, 0.16, 0.20, 0.03, 0.04, -0.53, 0.14, 0.04, 0.13, 0.47, 0.00, -0.21, 0.01, 0.13, -0.15, -0.53, -0.33, -0.15, 0.05, 0.04, 0.12, 0.05, -0.42, -0.15, -0.16, -0.41, -0.11, 0.04, -0.18, 0.02, 0.42, 0.05, 0.00, -0.33, -0.03, -0.29, -0.11, 0.02, 0.02, -0.07, 0.12, 0.05, 0.01, 0.10, -0.06, 0.05, -0.03, 1.22, -0.54, -0.44, 0.12, 0.03, 0.05, 0.04, 0.04, 0.01, -0.15, 0.04, 0.01, 0.12, 0.12, -0.03, 0.03, 0.03, -0.15, -0.02, 0.12, -0.04, 0.05, 0.06, 0.07, 0.09, -0.02, -0.21, 0.13, 0.02, -0.23, 0.12], "e_tot_ha": -5879.4538, "e_lumo_ha": [-0.2806, -0.2471], "charge": 2, "max_force_ha_per_bohr": 0.0180, "relative_energy_ev": 0.000}


{"formula": "C8H15N4OPS", "method": "wB97M-V/def2-TZVPD", "species": ["O", "N", "H", "H", "C", "H", "H", "H", "C", "H", "P", "C", "C", "N", "H", "H", "N", "H", "H", "H", "H", "C", "C", "N", "H", "C", "H", "H", "C", "S"], "positions_angstrom": [[-0.198, -0.465, -0.791], [3.561, -0.555, -0.064], [1.688, 3.206, 1.702], [2.197, 1.703, -1.544], [-3.102, 0.242, 1.318], [2.926, -1.989, -2.266], [0.265, 3.404, 0.664], [0.215, 2.059, 1.744], [0.945, 2.616, 1.124], [0.624, 2.663, -1.250], [0.951, -0.514, 0.409], [-1.471, -0.527, -0.313], [-3.827, -1.126, -0.500], [1.608, 2.330, -1.034], [1.285, -2.553, -1.323], [-1.069, 0.807, 1.232], [1.706, 1.864, 0.216], [3.523, 0.442, 0.202], [3.887, -1.081, 0.773], [-5.117, -0.590, 0.956], [2.842, -3.057, -0.838], [-1.832, 0.201, 0.829], [2.331, -2.237, -1.310], [2.287, -0.924, -0.542], [-3.334, 0.962, 2.096], [-2.513, -1.242, -1.008], [-2.159, -1.612, -1.993], [-4.615, -1.696, -1.022], [-4.125, -0.545, 0.675], [0.520, -1.787, 1.855]], "nbo_charge": [-0.79, -0.67, 0.22, 0.40, -0.18, 0.21, 0.17, 0.22, -0.47, 0.37, 1.41, 0.31, -0.20, -0.58, 0.21, 0.20, -0.27, 0.38, 0.34, 0.21, 0.19, -0.27, -0.41, -0.66, 0.22, -0.26, 0.23, 0.21, -0.23, -0.53], "e_tot_ha": -1347.5048, "e_lumo_ha": [-0.0035, -0.0282], "max_force_ha_per_bohr": 0.0679}


Please write out number 3 again, unchanged.
{"formula": "C8H15N4OPS", "method": "wB97M-V/def2-TZVPD", "species": ["O", "N", "H", "H", "C", "H", "H", "H", "C", "H", "P", "C", "C", "N", "H", "H", "N", "H", "H", "H", "H", "C", "C", "N", "H", "C", "H", "H", "C", "S"], "positions_angstrom": [[-0.198, -0.465, -0.791], [3.561, -0.555, -0.064], [1.688, 3.206, 1.702], [2.197, 1.703, -1.544], [-3.102, 0.242, 1.318], [2.926, -1.989, -2.266], [0.265, 3.404, 0.664], [0.215, 2.059, 1.744], [0.945, 2.616, 1.124], [0.624, 2.663, -1.250], [0.951, -0.514, 0.409], [-1.471, -0.527, -0.313], [-3.827, -1.126, -0.500], [1.608, 2.330, -1.034], [1.285, -2.553, -1.323], [-1.069, 0.807, 1.232], [1.706, 1.864, 0.216], [3.523, 0.442, 0.202], [3.887, -1.081, 0.773], [-5.117, -0.590, 0.956], [2.842, -3.057, -0.838], [-1.832, 0.201, 0.829], [2.331, -2.237, -1.310], [2.287, -0.924, -0.542], [-3.334, 0.962, 2.096], [-2.513, -1.242, -1.008], [-2.159, -1.612, -1.993], [-4.615, -1.696, -1.022], [-4.125, -0.545, 0.675], [0.520, -1.787, 1.855]], "nbo_charge": [-0.79, -0.67, 0.22, 0.40, -0.18, 0.21, 0.17, 0.22, -0.47, 0.37, 1.41, 0.31, -0.20, -0.58, 0.21, 0.20, -0.27, 0.38, 0.34, 0.21, 0.19, -0.27, -0.41, -0.66, 0.22, -0.26, 0.23, 0.21, -0.23, -0.53], "e_tot_ha": -1347.5048, "e_lumo_ha": [-0.0035, -0.0282], "max_force_ha_per_bohr": 0.0679}